Entry 1:
{"formula": "C49H61BrF5N5O2P", "method": "ωB97M-V/def2-TZVPD", "total_charge": 1, "lumo_energy_ev": -3.37, "elements": ["C", "C", "C", "Br", "C", "C", "N", "C", "C", "C", "C", "P", "N", "O", "N", "N", "C", "C", "C", "N", "C", "C", "C", "C", "C", "C", "O", "C", "H", "H", "H", "H", "H", "H", "H", "H", "H", "H", "H", "H", "H", "H", "H", "H", "H", "H", "H", "H", "H", "H", "H", "H", "H", "H", "H", "H", "H", "H", "H", "H", "H", "H", "H", "H", "F", "C", "C", "C", "C", "C", "C", "H", "H", "H", "H", "H", "F", "C", "C", "C", "C", "C", "C", "H", "H", "H", "H", "H", "F", "C", "C", "C", "C", "C", "C", "H", "H", "H", "H", "H", "F", "C", "C", "C", "C", "C", "C", "H", "H", "H", "H", "H", "F", "C", "C", "C", "C", "C", "C", "H", "H", "H", "H", "H"], "coordinates": [[4.034, -1.225, 3.693], [4.596, 0.018, 3.001], [5.094, -0.222, 1.536], [7.028, -0.322, 1.639], [4.322, -1.324, 0.830], [4.826, -2.549, 0.364], [6.151, -2.899, 0.450], [6.919, -2.980, -0.585], [7.154, -1.828, -1.523], [7.699, -4.211, -0.915], [3.938, -3.506, -0.204], [4.418, -5.214, -0.800], [2.961, -6.092, -0.542], [5.447, -5.836, 0.311], [2.673, -3.236, -0.370], [2.229, -2.061, 0.006], [0.779, -1.825, -0.276], [0.076, -3.037, -0.878], [-1.440, -2.698, -0.900], [-2.145, -3.182, 0.285], [2.937, -1.093, 0.611], [2.230, 0.188, 0.964], [1.343, 0.155, 2.243], [0.230, 1.214, 2.221], [-0.901, 0.981, 1.203], [-0.783, 1.760, -0.119], [-0.064, 2.976, 0.016], [0.880, 3.165, -1.017], [4.809, -1.990, 3.736], [3.730, -0.936, 4.699], [3.134, -1.608, 3.216], [3.909, 0.861, 3.022], [5.461, 0.344, 3.574], [4.878, 0.693, 0.989], [6.228, -1.400, -1.907], [7.731, -1.091, -0.963], [7.793, -2.147, -2.344], [7.812, -4.880, -0.070], [7.179, -4.665, -1.762], [8.700, -3.954, -1.268], [2.206, -5.458, -0.282], [3.081, -6.687, 0.278], [5.263, -5.491, 1.197], [0.667, -0.979, -0.947], [0.309, -1.663, 0.690], [0.453, -3.255, -1.874], [0.170, -3.888, -0.207], [-1.916, -3.162, -1.762], [-1.607, -1.622, -0.990], [-1.750, -2.756, 1.117], [-2.008, -4.181, 0.380], [1.618, 0.537, 0.134], [2.975, 0.961, 1.121], [0.955, -0.835, 2.478], [1.979, 0.435, 3.081], [-0.226, 1.173, 3.212], [0.689, 2.197, 2.132], [-0.920, -0.080, 0.951], [-1.847, 1.193, 1.698], [-0.311, 1.133, -0.884], [-1.787, 2.002, -0.477], [1.733, 2.475, -0.951], [0.431, 3.016, -2.002], [1.276, 4.172, -0.911], [0.130, -2.520, 3.866], [-0.451, -3.740, 4.013], [0.356, -4.853, 4.132], [-0.242, -6.097, 4.283], [-1.626, -6.210, 4.303], [-2.418, -5.076, 4.177], [-1.828, -3.828, 4.037], [1.432, -4.743, 4.108], [0.374, -6.980, 4.386], [-2.087, -7.179, 4.418], [-3.496, -5.162, 4.187], [-2.426, -2.930, 3.946], [-0.623, 2.066, -4.230], [-0.508, 3.217, -4.942], [0.016, 3.167, -6.216], [0.125, 4.348, -6.938], [-0.278, 5.552, -6.376], [-0.797, 5.577, -5.090], [-0.920, 4.400, -4.366], [0.331, 2.220, -6.634], [0.526, 4.327, -7.942], [-0.189, 6.470, -6.942], [-1.110, 6.514, -4.648], [-1.332, 4.397, -3.365], [-3.121, -8.859, 5.486], [-4.412, -8.999, 5.108], [-4.775, -8.642, 3.825], [-6.100, -8.790, 3.440], [-7.037, -9.281, 4.338], [-6.648, -9.629, 5.625], [-5.325, -9.494, 6.016], [-4.031, -8.255, 3.141], [-6.401, -8.522, 2.436], [-8.069, -9.392, 4.036], [-7.378, -10.009, 6.327], [-5.000, -9.767, 7.011], [-2.815, 7.840, -7.845], [-3.249, 8.580, -6.805], [-3.685, 7.940, -5.662], [-4.124, 8.701, -4.589], [-4.131, 10.087, -4.676], [-3.695, 10.711, -5.837], [-3.244, 9.956, -6.911], [-3.678, 6.859, -5.614], [-4.458, 8.211, -3.687], [-4.478, 10.679, -3.839], [-3.704, 11.791, -5.908], [-2.892, 10.424, -7.821], [-5.054, 7.977, -1.617], [-4.022, 7.794, -0.767], [-3.987, 6.652, 0.008], [-2.920, 6.466, 0.874], [-1.915, 7.421, 0.960], [-1.974, 8.563, 0.174], [-3.032, 8.754, -0.703], [-4.785, 5.926, -0.070], [-2.873, 5.574, 1.484], [-1.087, 7.274, 1.640], [-1.194, 9.310, 0.242], [-3.093, 9.633, -1.331]], "forces_ev_per_a": [[-0.05, 0.62, 0.00], [0.28, -0.42, -0.05], [-0.62, 0.28, 0.61], [0.05, -0.03, -0.22], [-0.77, -0.19, -0.04], [1.43, 1.71, 0.56], [-1.02, -1.60, -1.44], [0.38, 0.04, 0.17], [-0.26, -0.58, -0.32], [1.17, 0.63, 0.79], [-0.22, -0.21, 0.71], [0.47, -0.50, -1.34], [0.03, 0.63, 0.87], [-0.63, 0.59, 0.34], [0.33, -0.08, 0.17], [-1.06, 0.86, -0.20], [-0.01, -1.29, 0.02], [-0.49, 0.78, -0.03], [0.01, -0.56, 0.09], [0.15, 0.38, 0.03], [0.97, -0.23, 0.02], [-0.20, 0.03, 0.29], [0.15, 0.51, 0.04], [-0.03, -0.61, 0.21], [0.45, 0.23, 0.08], [-0.23, 0.10, 0.07], [0.17, -0.35, 0.06], [0.11, 0.10, -0.06], [-0.12, -0.15, 0.09], [0.16, -0.20, 0.12], [0.08, -0.17, -0.09], [-0.15, -0.10, -0.05], [-0.02, 0.11, 0.01], [0.39, 0.00, -0.15], [0.05, 0.24, 0.10], [-0.24, 0.17, 0.08], [-0.21, 0.01, -0.18], [-0.34, -0.23, -0.11], [-0.10, -0.17, 0.12], [-0.04, 0.03, -0.09], [-0.12, -0.05, -0.33], [0.06, -0.25, -0.20], [0.24, -0.24, 0.14], [0.12, 0.18, 0.15], [0.04, 0.45, -0.03], [0.09, -0.17, 0.05], [0.29, -0.20, -0.25], [0.09, 0.05, -0.09], [-0.01, 0.02, -0.04], [-0.15, -0.06, 0.12], [-0.10, -0.04, 0.04], [0.05, -0.21, -0.16], [-0.01, 0.06, -0.15], [-0.08, -0.02, -0.17], [0.02, -0.26, 0.09], [0.08, 0.10, 0.06], [-0.18, 0.09, -0.19], [-0.25, -0.03, 0.04], [-0.06, 0.14, -0.13], [0.05, 0.03, -0.03], [0.00, -0.11, -0.13], [-0.08, -0.10, 0.16], [-0.02, 0.22, -0.04], [-0.11, 0.07, -0.14], [0.01, 0.01, -0.06], [-0.11, -0.26, 0.04], [0.22, 0.02, -0.04], [-0.11, 0.07, -0.05], [0.01, 0.00, -0.06], [0.15, -0.08, -0.01], [-0.12, 0.27, -0.08], [-0.01, 0.03, 0.05], [0.01, 0.00, 0.01], [0.02, -0.01, 0.05], [-0.01, 0.02, 0.02], [0.01, 0.00, 0.01], [0.02, 0.00, 0.03], [0.01, 0.18, -0.15], [0.07, -0.18, -0.08], [-0.04, 0.07, 0.12], [0.02, 0.03, -0.05], [0.06, -0.02, -0.10], [-0.10, -0.01, 0.29], [-0.03, -0.01, 0.01], [0.01, -0.02, 0.00], [-0.03, 0.00, 0.00], [-0.02, -0.01, 0.01], [0.00, -0.01, -0.01], [-0.02, -0.05, 0.01], [-0.22, -0.03, -0.06], [0.14, 0.08, -0.11], [-0.03, -0.02, 0.11], [-0.05, 0.00, -0.02], [0.03, 0.04, -0.11], [0.05, -0.04, 0.19], [0.01, -0.04, 0.00], [0.02, 0.01, -0.01], [0.00, 0.00, 0.00], [0.01, -0.02, 0.01], [0.02, 0.02, -0.01], [0.02, -0.01, 0.00], [-0.06, 0.13, 0.15], [0.03, -0.26, 0.02], [0.05, 0.11, -0.08], [0.01, 0.03, 0.03], [-0.01, -0.10, 0.07], [0.06, 0.10, -0.13], [0.01, 0.00, -0.06], [-0.03, 0.01, -0.07], [-0.02, 0.00, -0.01], [0.01, 0.00, -0.02], [-0.02, -0.02, -0.01], [-0.06, -0.02, 0.13], [0.17, -0.02, 0.13], [-0.12, -0.16, -0.02], [0.05, 0.11, -0.04], [0.04, -0.02, 0.03], [-0.04, -0.11, 0.03], [0.00, 0.16, -0.11], [-0.01, 0.02, -0.02], [-0.02, 0.00, 0.00], [0.00, 0.01, 0.00], [0.00, 0.01, -0.02], [-0.03, -0.01, 0.00]]}



Entry 2:
{"formula": "C49H64IrN3O3PTe2", "method": "ωB97M-V/def2-TZVPD", "relative_energy_kj_mol": 0.0, "total_charge": 1, "lumo_energy_ev": [-2.42, -2.42], "elements": ["Ir", "C", "C", "O", "N", "Te", "C", "C", "C", "C", "C", "C", "C", "C", "C", "C", "C", "C", "C", "C", "C", "C", "C", "C", "H", "H", "H", "H", "H", "H", "H", "H", "H", "H", "H", "H", "H", "H", "H", "H", "H", "H", "H", "H", "H", "H", "H", "H", "H", "C", "C", "N", "C", "C", "C", "O", "C", "C", "C", "C", "N", "C", "H", "H", "H", "H", "H", "H", "H", "H", "H", "H", "H", "H", "H", "H", "C", "P", "C", "C", "C", "C", "C", "C", "C", "H", "H", "H", "H", "H", "H", "H", "H", "H", "H", "H", "C", "Te", "C", "C", "C", "C", "C", "C", "C", "H", "H", "H", "H", "H", "H", "H", "H", "C", "O", "C", "C", "H", "H", "H", "H", "H", "H"], "coordinates": [[-0.279, 1.537, -0.016], [-3.421, -0.965, 0.351], [-2.183, -0.142, 0.170], [-2.308, 1.169, 0.285], [-0.996, -0.541, -0.118], [-0.774, -3.197, -0.227], [-0.124, -5.243, 0.040], [1.189, -5.654, -0.191], [2.274, -4.700, -0.610], [1.514, -7.002, -0.038], [0.578, -7.945, 0.351], [0.939, -9.399, 0.487], [-0.715, -7.508, 0.615], [-1.082, -6.175, 0.475], [-2.501, -5.787, 0.801], [-0.112, -2.959, -2.221], [0.968, -2.133, -2.520], [1.798, -1.435, -1.481], [1.335, -1.952, -3.857], [0.672, -2.588, -4.892], [1.098, -2.413, -6.324], [-0.391, -3.426, -4.566], [-0.800, -3.624, -3.253], [-1.946, -4.561, -2.990], [-4.262, -0.287, 0.496], [-3.341, -1.625, 1.215], [-3.604, -1.599, -0.516], [2.198, -3.757, -0.066], [2.213, -4.471, -1.677], [3.256, -5.131, -0.415], [2.536, -7.316, -0.226], [2.016, -9.547, 0.422], [0.472, -9.990, -0.302], [0.597, -9.803, 1.441], [-1.460, -8.226, 0.944], [-3.052, -6.651, 1.172], [-3.024, -5.398, -0.075], [-2.546, -5.013, 1.571], [1.488, -1.665, -0.464], [1.702, -0.356, -1.601], [2.851, -1.704, -1.599], [2.187, -1.315, -4.082], [1.877, -1.658, -6.418], [0.256, -2.117, -6.953], [1.489, -3.348, -6.729], [-0.920, -3.942, -5.360], [-2.354, -4.935, -3.928], [-2.746, -4.069, -2.435], [-1.621, -5.417, -2.395], [-2.404, 3.879, 5.110], [-2.540, 5.109, 4.222], [-3.799, 5.145, 3.491], [-5.036, 5.256, 4.270], [-5.813, 3.950, 4.339], [-3.923, 5.189, 2.146], [-4.995, 5.320, 1.581], [-2.695, 5.075, 1.277], [-2.354, 6.132, 0.443], [-1.342, 5.957, -0.483], [-0.714, 4.727, -0.556], [-1.027, 3.710, 0.252], [-2.003, 3.883, 1.147], [-1.424, 3.866, 5.588], [-2.521, 2.962, 4.529], [-3.157, 3.872, 5.898], [-1.719, 5.157, 3.508], [-2.471, 6.012, 4.835], [-5.652, 6.029, 3.812], [-4.756, 5.598, 5.267], [-6.097, 3.628, 3.338], [-6.724, 4.088, 4.922], [-5.227, 3.161, 4.811], [-2.900, 7.064, 0.504], [-1.057, 6.749, -1.161], [0.053, 4.536, -1.292], [-2.273, 3.012, 1.732], [-1.425, 0.379, 3.165], [0.019, 1.055, 2.296], [0.490, 2.433, 3.393], [1.328, -0.172, 2.571], [2.664, 0.226, 2.654], [3.672, -0.719, 2.773], [3.357, -2.071, 2.815], [2.032, -2.473, 2.751], [1.023, -1.528, 2.630], [-1.769, -0.533, 2.681], [-2.240, 1.102, 3.125], [-1.171, 0.162, 4.202], [0.741, 2.066, 4.388], [-0.352, 3.121, 3.472], [1.339, 2.985, 2.991], [2.930, 1.277, 2.649], [4.704, -0.398, 2.847], [4.143, -2.808, 2.907], [1.776, -3.524, 2.785], [-0.004, -1.861, 2.576], [3.676, 1.405, -1.000], [2.159, 2.515, 0.012], [2.522, 3.930, -1.554], [3.971, 3.706, -1.907], [4.739, 4.702, -2.499], [6.066, 4.462, -2.818], [6.634, 3.226, -2.540], [5.874, 2.231, -1.945], [4.542, 2.465, -1.627], [3.206, 0.771, -1.745], [4.204, 0.779, -0.283], [2.339, 4.938, -1.190], [1.852, 3.711, -2.384], [4.299, 5.670, -2.704], [6.661, 5.243, -3.271], [7.673, 3.041, -2.779], [6.320, 1.270, -1.720], [0.452, 1.675, -4.229], [0.492, 1.818, -2.784], [-0.510, 1.535, -2.000], [-1.795, 1.139, -2.626], [-0.303, 2.329, -4.659], [0.272, 0.634, -4.492], [1.440, 1.976, -4.562], [-1.844, 1.190, -3.708], [-2.592, 1.731, -2.172], [-1.976, 0.107, -2.303]], "forces_ev_per_a": [[-2.84, 0.56, 0.30], [-0.08, 0.02, 0.00], [0.53, -0.10, -0.36], [0.49, 0.53, 0.04], [0.73, 0.88, 0.07], [0.62, -0.99, 0.58], [-0.62, 0.09, -0.34], [0.05, 0.00, -0.05], [0.03, -0.02, 0.00], [0.03, 0.03, 0.05], [0.00, 0.00, -0.01], [0.00, -0.01, 0.00], [-0.01, 0.03, 0.08], [0.11, -0.15, -0.03], [-0.04, -0.02, -0.02], [-0.07, -0.05, 0.07], [0.05, 0.04, -0.04], [0.01, 0.09, 0.05], [0.02, 0.02, 0.01], [-0.02, 0.00, 0.00], [-0.01, 0.01, 0.00], [-0.02, 0.01, 0.01], [0.03, 0.02, -0.07], [-0.02, -0.05, -0.02], [-0.02, -0.02, -0.01], [0.03, 0.00, 0.00], [0.02, 0.01, -0.01], [-0.02, -0.01, -0.01], [-0.01, 0.03, 0.02], [0.00, -0.01, -0.02], [0.00, 0.00, 0.00], [0.00, 0.00, 0.00], [0.00, 0.00, 0.00], [0.00, 0.00, 0.00], [0.01, 0.00, 0.01], [-0.01, 0.00, 0.00], [0.03, 0.02, 0.00], [0.02, 0.00, -0.01], [-0.02, -0.01, -0.03], [-0.07, -0.02, 0.02], [0.01, 0.03, -0.02], [0.01, -0.02, -0.01], [0.00, 0.00, 0.00], [0.00, 0.00, 0.00], [0.00, 0.00, 0.00], [0.01, -0.01, 0.00], [0.01, 0.00, 0.00], [0.02, 0.01, 0.01], [0.00, 0.02, 0.03], [-0.01, 0.00, 0.01], [0.03, 0.05, -0.01], [-0.01, -0.08, 0.00], [0.00, 0.02, 0.03], [-0.01, -0.01, -0.01], [-0.03, 0.00, 0.01], [0.02, 0.04, -0.02], [0.03, -0.02, -0.01], [-0.03, 0.00, -0.01], [-0.04, -0.01, 0.01], [0.06, 0.02, 0.00], [0.66, -0.39, -0.07], [-0.06, -0.03, 0.03], [-0.01, 0.01, 0.01], [0.01, 0.00, 0.00], [-0.01, 0.00, -0.01], [-0.01, 0.00, -0.01], [0.01, 0.00, 0.00], [0.00, -0.01, 0.00], [0.00, -0.01, 0.00], [0.00, 0.00, 0.00], [0.00, 0.01, 0.00], [0.00, 0.00, 0.00], [-0.01, 0.00, 0.00], [0.01, 0.00, 0.00], [0.00, 0.01, 0.01], [0.02, 0.01, 0.01], [-0.04, -0.02, -0.06], [0.12, -0.10, 0.22], [0.01, 0.05, -0.05], [0.02, 0.00, 0.00], [0.01, 0.02, 0.01], [0.00, -0.01, -0.01], [0.00, 0.00, -0.01], [0.02, 0.00, -0.02], [-0.04, 0.03, 0.01], [0.02, -0.01, 0.00], [-0.01, -0.01, 0.01], [0.02, 0.02, 0.00], [-0.01, -0.02, 0.00], [0.01, 0.02, -0.02], [0.01, -0.02, 0.01], [0.00, 0.00, 0.02], [0.00, 0.00, 0.00], [0.00, 0.00, 0.00], [0.00, 0.00, -0.01], [0.01, -0.01, -0.07], [0.06, 0.05, -0.01], [0.29, -0.44, 0.01], [-0.07, -0.02, -0.04], [0.01, -0.01, 0.01], [-0.01, 0.02, -0.02], [0.00, 0.00, -0.01], [0.00, 0.00, 0.00], [0.01, -0.02, -0.01], [0.00, 0.02, 0.03], [0.01, 0.01, 0.00], [-0.01, 0.00, 0.00], [0.02, 0.00, 0.02], [0.02, 0.03, -0.02], [0.00, 0.00, 0.00], [0.00, 0.00, 0.00], [0.00, 0.00, 0.00], [0.00, 0.00, 0.00], [0.00, -0.04, -0.03], [0.04, -0.09, 0.11], [-0.13, 0.04, -0.36], [0.03, -0.06, 0.04], [0.00, 0.01, 0.01], [-0.02, 0.00, 0.03], [0.00, 0.00, 0.01], [0.02, 0.03, -0.02], [0.00, -0.03, 0.03], [0.02, -0.02, -0.05]]}